Density functional theory data (ωB97M-V/def2-TZVPD) for a structure of composition C17H33B2CaCl5CsF3MgN3NaO10S.

XYZ file:
```
78
Properties=species:S:1:pos:R:3:forces:R:3
C 9.211011 0.373932 -0.347937 0.26 -0.02 0.40
C 9.055620 1.802576 -1.162160 0.82 -0.62 -1.01
C 9.430888 1.523266 -2.755771 0.06 -0.48 0.09
C 7.541945 2.432050 -1.146721 0.19 -0.51 0.59
C 7.098830 3.135792 0.270186 0.27 0.08 -0.76
C 6.917006 2.088825 1.524460 -0.78 0.06 0.63
C 5.757279 4.037132 -0.008786 -1.21 -1.55 2.93
O 4.485918 3.293897 0.045443 3.26 1.99 -0.63
B 3.394104 4.029078 -0.635686 -2.15 -1.15 1.22
C 1.953846 3.169500 -0.673732 -0.32 -0.65 0.12
C 2.090090 1.792164 0.204501 -0.16 -0.10 0.63
C 0.705243 0.930146 0.368210 0.19 -0.74 0.12
C -0.173618 0.755816 -1.004749 -1.01 -0.75 0.87
N 0.636730 0.653304 -2.278061 -1.40 1.21 -0.65
O 3.113800 5.369272 -0.083270 1.16 4.42 -2.80
B 3.252768 6.431888 -1.097975 -2.32 -1.88 1.13
O 4.410296 7.378072 -0.943172 -0.92 -0.81 0.97
O 2.336027 6.690009 -2.231419 2.74 -2.12 1.71
H 9.616717 0.564164 0.757685 -1.26 -0.44 -2.34
H 8.174761 -0.190010 -0.344799 2.19 1.05 0.13
H 10.024403 -0.347817 -0.840774 -1.87 1.79 0.89
H 9.887239 2.537032 -0.751749 -2.00 -1.26 -0.66
H 8.428537 1.535346 -3.384414 2.20 -0.06 1.07
H 9.944036 0.456260 -2.867502 -1.24 2.36 0.17
H 10.207192 2.299617 -3.174285 -1.71 -1.37 0.78
H 6.771406 1.582276 -1.465232 1.58 1.85 0.74
H 7.491518 3.246665 -2.013652 0.15 -1.19 1.36
H 7.978220 3.883939 0.566057 -1.84 -1.37 -0.66
H 6.919628 0.943394 1.190136 0.18 2.76 0.68
H 5.869719 2.271380 2.062238 2.24 -0.33 -1.33
H 7.738291 2.311716 2.346091 -1.59 -0.71 -1.89
H 5.844602 4.524401 -1.070731 -0.94 -3.32 2.85
H 5.694203 4.857621 0.855716 0.23 -1.03 -2.11
H 3.767026 4.199915 -1.762083 1.16 0.48 -2.07
H 1.717378 3.016270 -1.810079 0.17 -0.24 2.10
H 1.050062 3.792441 -0.227571 1.90 -1.11 -0.82
H 2.959652 1.066156 -0.162952 -2.00 1.71 0.50
H 2.417843 2.125128 1.301266 -0.69 -0.70 -2.31
H -0.024907 1.345326 1.213228 1.64 -0.61 -1.86
H 1.030401 -0.150865 0.750852 -0.73 2.21 -0.86
H -0.961461 1.639090 -1.093061 1.58 -1.82 0.31
H -0.784024 -0.264563 -0.904956 1.51 2.64 0.26
H 0.405854 1.545939 -2.809598 0.72 -1.63 0.74
H 0.300717 -0.106958 -2.915238 0.30 0.81 1.02
H 4.409512 7.712599 0.018871 0.16 -0.90 -1.95
H 2.014907 5.823561 -2.640094 0.36 1.59 1.20
C -3.861452 -1.878962 -1.823286 0.76 0.64 0.27
Cl -4.761214 -0.712208 -0.821405 0.13 -0.39 -0.35
Cl -3.593606 -3.376162 -0.895360 -0.11 0.11 -0.26
Cl -4.800851 -2.249965 -3.291148 -0.30 -0.15 0.32
Cl -2.290182 -1.177451 -2.285291 -1.10 -0.60 0.35
N -6.222619 -4.668203 1.219113 -0.03 -0.36 0.21
C -5.685519 -5.264437 2.330223 -0.14 0.70 -2.59
C -6.694668 -5.937701 2.981786 -2.65 -0.83 -2.32
C -7.880952 -5.745615 2.234074 -0.33 -0.06 -0.51
C -7.559939 -4.960479 1.149433 0.23 -0.21 0.52
H -5.711937 -4.101960 0.554128 0.13 -0.13 0.29
H -4.634376 -5.157567 2.562365 -0.28 0.12 -1.34
H -6.587710 -6.506794 3.896129 -2.40 -1.05 -2.35
H -8.863474 -6.138324 2.461919 0.20 0.05 -0.14
H -8.167317 -4.584670 0.336891 -0.35 0.01 2.10
Ca 6.236526 5.871786 -1.976902 -0.51 2.82 -1.15
C -9.882082 -1.167399 3.002811 0.47 2.25 -0.26
F -10.096493 -0.910561 4.333195 0.09 -0.75 -0.74
F -10.334519 -0.059335 2.332236 0.38 -1.88 0.75
F -8.520095 -1.170955 2.839239 -1.02 -0.45 0.13
S -10.690943 -2.750373 2.426327 -3.60 -0.02 -2.41
O -12.128016 -2.570575 2.674140 2.59 0.19 0.23
O -10.094101 -3.816647 3.242416 1.21 0.16 1.74
O -10.361544 -2.863741 0.998937 0.66 0.30 1.82
N -7.828047 -7.681098 -0.850505 -0.51 -1.94 1.36
O -7.018330 -7.037804 -1.538748 0.98 1.73 -0.68
O -9.011952 -7.312404 -0.777829 -0.27 0.92 -0.04
O -7.453736 -8.693084 -0.235008 -0.03 0.70 -0.39
Na -7.828016 -4.664881 -1.328901 -0.12 -1.27 -2.00
Cl -3.328016 -1.620881 -5.136901 0.04 0.01 -0.66
Cs -5.128016 -5.497197 4.743362 5.49 1.69 7.99
Mg -9.328016 -3.701093 5.775830 -0.68 0.15 -1.40
```
Forces are in eV/Å.

Net charge: +2
2S+1: 1
Highest occupied orbital energy (eV): -10.67
Lowest unoccupied orbital energy (eV): -9.4
Gap between HOMO and LUMO (eV): 1.2406
Electronic energy (Ha): -5691.766688

Atomic partial charges in e from the Mulliken method, atoms 1 to 2: atom 1 (C): -1.09, atom 2 (C): 0.59